Record 1
Here is C4H6FNO in the gas phase at a distorted geometry from OMol25. Energies are from ωB97M-V/def2-TZVPD.

Structure (XYZ):
```
13
Properties=species:S:1:pos:R:3
C 1.5496 -1.1653 -0.2432
O 0.4800 -0.3438 -0.7514
C -0.1952 0.4729 0.1871
C -1.2035 1.2428 -0.6173
F 0.6643 1.3939 0.6797
C -0.8083 -0.2799 1.2950
N -1.2566 -0.9833 2.0832
H 2.1108 -1.5570 -1.0581
H 1.1251 -2.1914 0.2679
H 2.0971 -0.8356 0.6463
H -0.7104 1.7875 -1.5015
H -1.7682 1.7926 0.0883
H -2.0845 0.6665 -1.0761
```

Calculated values
strongest force on any atom	4.609	eV/Å
E_LUMO	0.92	eV
HOMO level	-10.997	eV
SMILES	CO[C@](C)(F)C#N
energy above the lowest of the compared OMol25 structures with the same formula, charge and spin	33.60	kcal per mole



Record 2
Here is a molecular structure, C51H62GeN6PSb2SeTi from OMol25. Energies are from ωB97M-V/def2-TZVPD.

Structure (XYZ):
```
125
Properties=species:S:1:pos:R:3
Ti 1.2774 0.5467 -0.5608
C 2.5393 -0.4696 -5.9436
N 1.8056 0.1114 -4.8044
C 0.5385 0.6173 -4.8987
C 0.1824 1.0001 -3.6464
N 1.2163 0.7366 -2.7818
C 2.1882 0.1826 -3.5148
P 3.8360 -0.2965 -2.9234
C 3.3261 -1.4816 -1.6300
N 2.3321 -1.2749 -0.7603
C 2.2892 -2.3831 0.0730
C 3.2492 -3.2515 -0.3193
N 3.8906 -2.6737 -1.3958
C 5.0066 -3.3121 -2.1254
C 4.0438 1.0961 -1.7788
N 3.1425 1.4764 -0.8634
C 3.6882 2.5581 -0.1975
C 4.9044 2.8269 -0.7280
N 5.1146 1.8955 -1.7199
C 6.3508 1.8022 -2.5238
H 2.5407 0.2402 -6.7655
H 3.5638 -0.6841 -5.6576
H 2.0469 -1.3892 -6.2480
H 0.0011 0.6535 -5.8338
H -0.7468 1.4302 -3.3269
H 1.5758 -2.4863 0.8735
H 3.5311 -4.2180 0.0701
H 4.6759 -4.2697 -2.5172
H 5.3196 -2.6759 -2.9459
H 5.8404 -3.4639 -1.4460
H 3.1989 3.0445 0.6222
H 5.6311 3.5867 -0.4855
H 6.7120 2.8067 -2.7205
H 7.1076 1.2449 -1.9775
H 6.1391 1.3110 -3.4674
C -2.3235 0.3440 1.7645
C -3.2754 0.2086 0.5446
C -2.5933 0.0102 -0.8328
Sb -1.0685 -1.5119 -0.8236
C -0.7687 -1.9301 -2.9031
C 0.3909 -2.6064 -3.2873
C 0.5409 -3.0724 -4.5924
C -0.4688 -2.8657 -5.5238
C -1.6290 -2.1967 -5.1483
C -1.7773 -1.7344 -3.8468
C -2.1799 -3.2937 -0.5421
C -1.6301 -4.4017 0.0944
C -2.3908 -5.5524 0.2295
C -3.6951 -5.5851 -0.2553
C -4.2331 -4.4746 -0.8904
C -3.4714 -3.3188 -1.0449
Sb -2.0170 -1.6380 2.6444
C -3.9048 -1.5762 3.5969
C -4.8250 -2.5997 3.3726
C -6.0638 -2.5759 4.0070
C -6.3830 -1.5355 4.8666
C -5.4701 -0.5096 5.0928
C -4.2337 -0.5278 4.4608
C -0.7727 -1.3296 4.3557
C 0.5988 -1.0995 4.2285
C 1.4293 -1.0192 5.3403
C 0.8969 -1.2047 6.6098
C -0.4553 -1.4832 6.7523
C -1.2847 -1.5474 5.6366
H -2.7692 0.9685 2.5383
H -1.3845 0.8127 1.4706
H -3.8872 1.1130 0.4690
H -3.9825 -0.6105 0.7063
H -2.0903 0.9379 -1.1186
H -3.3190 -0.2035 -1.6171
H 1.1679 -2.8230 -2.5607
H 1.4294 -3.6271 -4.8734
H -0.3686 -3.2540 -6.5304
H -2.4282 -2.0547 -5.8659
H -2.6963 -1.2256 -3.5759
H -0.6253 -4.3777 0.4965
H -1.9700 -6.4207 0.7218
H -4.2920 -6.4808 -0.1384
H -5.2470 -4.4997 -1.2704
H -3.9074 -2.4638 -1.5495
H -4.5830 -3.4197 2.7051
H -6.7753 -3.3738 3.8339
H -7.3433 -1.5238 5.3674
H -5.7210 0.3002 5.7672
H -3.5258 0.2702 4.6578
H 1.0573 -1.0171 3.2502
H 2.4909 -0.8299 5.2146
H 1.5363 -1.1506 7.4824
H -0.8705 -1.6555 7.7377
H -2.3365 -1.7639 5.7781
C -2.1606 6.6213 -1.5128
Ge -2.7038 4.8109 -1.1049
C -2.9967 4.5347 0.8017
C -4.1849 4.1696 -2.1647
C -1.1734 3.6368 -1.7310
Se -0.1429 2.8230 -0.3054
C 0.8424 4.3940 0.2478
H -2.9406 7.3198 -1.2047
H -1.9937 6.7475 -2.5835
H -1.2442 6.8821 -0.9790
H -4.0608 4.3847 0.9912
H -2.6784 5.4149 1.3657
H -2.4610 3.6652 1.1857
H -5.0759 4.7634 -1.9526
H -4.4042 3.1262 -1.9245
H -3.9672 4.2546 -3.2312
H -0.4771 4.1754 -2.3735
H -1.6193 2.8293 -2.3047
H 0.0849 5.1359 0.4845
H 1.4844 4.7314 -0.5590
H 1.4108 4.1644 1.1432
C 1.4593 0.8894 1.4630
C 2.7275 1.0131 2.2435
C 2.8203 2.0515 3.1710
C 3.9640 2.2232 3.9380
C 5.0320 1.3478 3.7924
C 4.9453 0.2997 2.8809
C 3.8027 0.1343 2.1133
H 0.7360 1.6081 1.8356
H 0.9846 -0.1134 1.5656
H 1.9761 2.7201 3.3152
H 4.0122 3.0274 4.6620
H 5.9201 1.4688 4.3995
H 5.7692 -0.3961 2.7786
H 3.7525 -0.6961 1.4187
```

Calculated values
strongest force on any atom	0.924	eV/Å
E_LUMO	-9.26	eV
HOMO level	-13.929	eV
total charge	+3
energy above the lowest of the compared OMol25 structures with the same formula, charge and spin	14.23	kcal per mole



Record 3
Here is a molecular structure, C30H28N7O4RuS4 from OMol25. Energies are from ωB97M-V/def2-TZVPD.

Structure (XYZ):
```
74
Properties=species:S:1:pos:R:3
Ru -0.2569 -0.5891 -0.3208
S -0.2081 -2.8453 -0.3765
C -0.0943 -3.3013 1.3076
N 0.2036 -4.5103 1.6259
N 0.1859 -4.6941 3.0434
C -1.0314 -5.1488 3.5962
C -2.2234 -5.1270 2.8807
C -3.4055 -5.5220 3.4948
C -3.4166 -5.9459 4.8140
C -2.2203 -5.9782 5.5223
C -1.0385 -5.5805 4.9241
N -0.4613 -2.3514 2.2411
N -0.1907 -0.9956 1.9357
C -1.1229 -0.1898 2.3400
C -2.5673 -0.6733 2.5363
C -3.5452 0.4572 2.9550
C -3.1711 1.8351 2.3843
C -1.7212 2.1746 2.3675
C -0.7838 1.2298 2.3332
H 0.9440 -5.3211 3.2766
H -2.2093 -4.8291 1.8419
H -4.3266 -5.5115 2.9242
H -4.3401 -6.2560 5.2841
H -2.2088 -6.3135 6.5518
H -0.1099 -5.5946 5.4840
H -2.6190 -1.4966 3.2455
H -3.7324 0.4401 4.0255
H -3.7521 2.6016 2.8950
H -1.4356 3.2200 2.3395
H 0.2733 1.4537 2.2487
C 1.4067 2.5067 -1.6930
C -0.0548 2.4729 -1.4156
N -0.7093 1.5541 -0.7581
C -2.0561 1.8458 -0.6769
C -2.4318 3.0066 -1.2665
S -1.0695 3.7427 -1.9769
C -2.8707 0.9051 0.1022
C -3.8922 1.5438 1.0196
S -5.0653 0.4615 1.9100
C -2.9028 -1.2026 1.1523
N -2.4291 -0.2939 0.1420
C -3.4087 -2.3808 0.8538
H 1.9670 2.2812 -0.7888
H 1.6976 3.4886 -2.0630
H 1.6573 1.7674 -2.4544
H -3.4166 3.4366 -1.3347
H -4.3501 2.4044 0.5385
H -3.6945 -3.0624 1.6423
H -0.0967 -2.6008 3.1592
H -3.5500 -2.6802 -0.1755
C 3.7074 -5.2778 3.3034
C 3.5186 -3.9678 2.5887
C 3.0306 -2.8498 3.2535
C 2.8186 -1.6546 2.5806
C 3.1164 -1.5757 1.2317
C 3.6359 -2.6734 0.5536
C 3.8237 -3.8617 1.2325
S 2.8095 -0.0883 0.3324
O 3.9982 0.2278 -0.4134
O 2.2844 0.8818 1.2626
N 1.6336 -0.4352 -0.7197
C 1.9680 -0.9567 -2.0417
C 0.7654 -0.7296 -2.9583
O 0.8917 -0.6563 -4.1610
O -0.3792 -0.6220 -2.3318
H 3.4068 -5.2075 4.3490
H 4.7508 -5.5958 3.2764
H 3.1214 -6.0649 2.8227
H 2.8011 -2.9166 4.3107
H 2.4237 -0.7837 3.0855
H 3.8909 -2.5919 -0.4948
H 4.2064 -4.7259 0.7028
H 2.1257 -2.0435 -2.0022
H 2.8544 -0.4848 -2.4602
```

Calculated values
strongest force on any atom	0.117	eV/Å
E_LUMO (alpha / beta)	-0.89 / -0.94	eV
2S+1	2
expectation value of S²	0.7555
HOMO level (alpha / beta)	-7.836 / -7.894	eV
energy above the lowest of the compared OMol25 structures with the same formula, charge and spin	29.76	kcal per mole